*A*
DFT (ωB97M-V with the def2-TZVPD basis set) results for an isolated molecule of C3H3NO.

**SMILES**: CC(=O)C#N
**Charge**: 0
**Orbital gap**: 0.399 Eh

CARTESIAN COORDINATES (ANGSTROEM)
C: -1.310 -0.736 -0.579
C: -0.305 -0.132 0.343
O: -0.429 -0.091 1.540
C: 0.903 0.443 -0.310
N: 1.777 0.851 -0.950
H: -1.434 -1.816 -0.381
H: -2.261 -0.240 -0.386
H: -1.041 -0.626 -1.628



*B*
DFT (ωB97M-V with the def2-TZVPD basis set) results for an isolated molecule of C3H3NO.

**SMILES**: c1cnoc1
**Charge**: 0
**Orbital gap (spin up / spin down)**: 0.337 / 0.337 Eh

CARTESIAN COORDINATES (ANGSTROEM)
C: -0.078 0.980 0.067
C: -1.155 0.158 0.014
N: -0.636 -1.487 0.047
O: 0.646 -1.361 0.098
C: 1.180 -0.169 0.178
H: 0.164 2.078 0.081
H: -2.225 0.036 -0.054
H: 2.104 -0.235 -0.430



*C*
DFT (ωB97M-V with the def2-TZVPD basis set) results for a cluster of 2 separate species, C3H3NO in total.

**Charge**: 0
**Orbital gap (spin up / spin down)**: 0.350 / 0.347 Eh

CARTESIAN COORDINATES (ANGSTROEM)
C: 1.275 0.210 0.007
C: -0.687 -0.836 -0.377
C: -0.112 0.504 -0.249
N: 0.453 -0.666 0.619
O: 2.449 0.406 -0.033
H: -1.599 -1.014 0.202
H: -0.351 -1.218 -1.362
H: -1.428 2.615 1.193



Verdict on stability: *C* comes out at the bottom.



*A*
DFT (ωB97M-V with the def2-TZVPD basis set) results for an isolated molecule of C2H6N2O.

**SMILES**: C/N=C\NO
**Charge**: 0
**Orbital gap**: 0.389 Eh

CARTESIAN COORDINATES (ANGSTROEM)
C: 1.736 -0.365 -0.063
N: 0.970 0.962 -0.058
C: -0.291 0.864 0.144
N: -1.080 -0.284 0.045
O: -2.537 0.090 -0.018
H: 1.810 -0.951 0.885
H: 2.746 -0.110 -0.292
H: 1.239 -0.980 -0.902
H: -0.867 1.806 0.149
H: -0.869 -0.852 1.003
H: -2.856 -0.179 -0.891



*B*
DFT (ωB97M-V with the def2-TZVPD basis set) results for a cluster of 2 separate species, C2H6N2O in total.

**Charge**: 0
**Orbital gap (spin up / spin down)**: 0.337 / 0.307 Eh

CARTESIAN COORDINATES (ANGSTROEM)
C: 2.213 -0.121 0.431
C: -2.684 -0.017 -0.009
N: 0.684 -0.051 0.302
N: 0.087 0.117 -0.695
O: 0.126 0.512 -1.828
H: 2.589 0.835 0.679
H: 2.739 -0.561 -0.449
H: 2.339 -0.641 1.305
H: -3.128 -0.533 -0.769
H: -2.543 0.953 0.099
H: -2.424 -0.494 0.935



*C*
DFT (ωB97M-V with the def2-TZVPD basis set) results for an isolated molecule of C2H6N2O.

**SMILES**: CO/C=N/N
**Charge**: 0
**Orbital gap**: 0.357 Eh

CARTESIAN COORDINATES (ANGSTROEM)
C: -1.788 -0.458 -0.030
O: -1.229 0.816 -0.056
C: 0.081 0.798 -0.089
N: 0.827 -0.256 -0.209
N: 2.240 -0.014 -0.133
H: -1.643 -1.032 0.849
H: -1.303 -1.129 -0.718
H: -2.918 -0.284 -0.268
H: 0.595 1.715 -0.184
H: 2.566 0.679 0.587
H: 2.573 -0.835 0.252



Verdict on stability: *B* comes out at the bottom.



*A*
DFT (ωB97M-V with the def2-TZVPD basis set) results for an isolated molecule of C2H6N2O.

**SMILES**: [H]/N=C/NOC
**Charge**: 0
**Orbital gap**: 0.366 Eh

CARTESIAN COORDINATES (ANGSTROEM)
H: 2.547 -0.897 0.147
N: 1.541 -0.906 -0.092
C: 1.293 0.317 0.173
N: 0.083 0.826 0.059
O: -0.852 0.093 -0.646
C: -1.815 -0.383 0.334
H: 2.088 1.032 0.537
H: 0.092 1.841 0.036
H: -1.960 0.383 1.177
H: -1.520 -1.499 0.756
H: -2.667 -0.650 -0.302



*B*
DFT (ωB97M-V with the def2-TZVPD basis set) results for an isolated molecule of C2H6N2O.

**SMILES**: CNC(N)=O
**Charge**: 0
**Orbital gap**: 0.352 Eh

CARTESIAN COORDINATES (ANGSTROEM)
C: 1.144 0.416 1.014
N: -0.219 0.189 0.787
C: -0.234 -0.611 -0.430
N: -1.282 -0.170 -1.266
O: 0.094 -1.783 -0.402
H: 1.657 -0.529 1.172
H: 1.360 1.160 1.781
H: 1.424 0.402 -0.283
H: -0.802 1.010 0.791
H: -1.597 -0.887 -1.908
H: -1.544 0.804 -1.255



Verdict on stability: *A* comes out at the bottom.



*A*
DFT (ωB97M-V with the def2-TZVPD basis set) results for an isolated molecule of C2H6N2O.

**Charge**: 0
**Orbital gap (spin up / spin down)**: 0.280 / 0.246 Eh

CARTESIAN COORDINATES (ANGSTROEM)
C: -0.521 -1.112 0.775
N: 0.487 0.162 -0.781
N: 1.247 1.039 0.012
C: -0.928 -0.155 -0.238
O: -1.487 0.897 0.318
H: 1.034 -0.580 -1.215
H: 0.541 1.639 0.448
H: 1.815 1.611 -0.607
H: 0.085 -0.730 1.586
H: -0.831 -2.154 0.804
H: -1.441 -0.618 -1.102



*B*
DFT (ωB97M-V with the def2-TZVPD basis set) results for an isolated molecule of C2H6N2O.

**SMILES**: CNNC=O
**Charge**: 0
**Orbital gap**: 0.390 Eh

CARTESIAN COORDINATES (ANGSTROEM)
C: -1.457 -0.584 -0.139
N: -0.588 0.439 0.407
N: 0.710 0.785 -0.109
C: 1.995 0.181 0.009
O: 2.246 -0.995 0.133
H: -2.132 -0.285 -1.153
H: -2.411 -0.574 0.534
H: -1.065 -1.539 -0.474
H: -0.599 -0.222 1.344
H: 0.632 1.717 -0.044
H: 2.668 1.077 -0.508



Verdict on stability: *A* comes out at the bottom.